Computed, not measured: C32H30CaCl4N10O2S4 as an isolated structure, with ωB97M-V/def2-TZVPD.

```
83
Properties=species:S:1:pos:R:3:forces:R:3
Ca -1.107 -0.069 -0.010 -0.03 -0.09 0.10
N -0.512 0.094 -4.683 0.05 0.01 -0.02
C -0.990 -0.242 -3.472 -0.02 0.00 0.02
N -0.277 -0.475 -2.426 0.04 0.03 0.01
C 1.110 -0.367 -2.524 -0.01 0.00 0.03
N 1.901 -0.625 -1.540 0.02 -0.01 -0.04
N 1.217 -0.930 -0.383 -0.04 0.05 0.01
C 1.906 -1.470 0.536 0.00 -0.02 0.03
C 1.240 -1.869 1.785 0.00 0.01 -0.01
C 1.957 -2.520 2.776 0.00 0.00 0.01
C 1.293 -2.938 3.918 -0.01 0.01 -0.01
C -0.061 -2.687 4.023 0.03 -0.01 0.01
C -0.696 -2.016 2.986 -0.04 0.01 0.00
N -0.073 -1.612 1.885 0.02 0.01 -0.05
C 1.699 0.064 -3.796 -0.01 0.00 -0.02
C 3.070 0.276 -3.953 -0.01 0.00 0.01
C 3.574 0.693 -5.167 0.01 0.00 -0.01
C 2.714 0.906 -6.245 0.00 -0.01 0.00
C 1.356 0.708 -6.108 0.01 0.01 0.00
C 0.855 0.290 -4.879 -0.03 -0.02 0.01
H -1.155 0.277 -5.434 -0.01 0.00 0.01
H -2.069 -0.306 -3.395 0.00 0.00 -0.01
H 2.967 -1.674 0.401 0.00 0.01 -0.01
H 3.018 -2.689 2.648 0.00 0.00 0.00
H 1.828 -3.438 4.714 0.00 0.00 0.00
H -0.628 -2.982 4.895 0.00 0.00 0.00
H -1.751 -1.780 3.044 -0.01 0.00 -0.01
H 3.710 0.108 -3.097 0.00 0.00 0.00
H 4.636 0.856 -5.286 0.00 0.00 0.00
H 3.111 1.234 -7.197 0.00 0.00 0.00
H 0.682 0.879 -6.940 0.00 0.00 0.00
Cl -3.393 -1.830 -1.030 0.01 0.03 0.00
C -3.931 -2.487 0.509 -0.02 -0.03 0.02
C -4.367 -3.799 0.498 0.00 0.02 -0.01
C -4.787 -4.387 1.679 0.00 0.00 0.01
C -4.756 -3.643 2.848 -0.01 -0.01 -0.01
C -4.322 -2.330 2.824 0.01 0.00 0.00
Cl -4.287 -1.479 4.341 0.00 0.00 0.00
C -3.896 -1.669 1.652 -0.02 -0.01 0.01
S -3.389 -0.009 1.641 0.03 -0.02 -0.02
H -4.387 -4.349 -0.433 0.00 0.00 0.00
H -5.133 -5.411 1.689 0.00 0.00 0.00
H -5.069 -4.076 3.788 0.00 0.01 0.00
Cl -0.192 -3.733 -1.114 -0.01 0.01 0.00
C -1.368 -4.453 -2.214 0.01 -0.02 0.01
Cl -1.325 -3.714 -3.827 0.00 0.01 -0.01
H -2.356 -4.290 -1.802 0.00 0.00 0.00
H -1.138 -5.505 -2.326 -0.01 0.00 0.00
N 6.116 1.521 0.127 0.00 0.01 0.01
C 4.748 1.749 0.140 0.00 0.00 0.00
C 4.122 2.346 -0.960 0.01 0.00 0.00
C 2.770 2.621 -0.931 -0.02 -0.02 0.03
C 2.025 2.295 0.195 0.03 0.00 -0.02
C 2.629 1.706 1.296 0.01 0.01 -0.01
C 3.986 1.436 1.267 -0.01 0.00 0.00
S 0.317 2.680 0.271 0.02 0.00 0.00
O 0.138 4.075 0.597 -0.03 0.00 0.00
O -0.276 1.759 1.269 0.03 -0.02 -0.04
N -0.183 2.245 -1.164 -0.05 -0.01 0.03
C -1.509 2.508 -1.421 0.07 0.03 -0.01
S -2.145 4.071 -1.817 -0.04 0.01 -0.03
C -3.715 3.382 -1.974 0.03 0.02 0.00
C -3.666 2.056 -1.715 0.00 -0.03 0.01
N -2.420 1.562 -1.413 -0.01 0.03 0.00
H 6.549 1.453 -0.779 0.00 0.00 0.00
H 6.461 0.844 0.786 0.00 0.00 0.00
H 4.709 2.597 -1.836 -0.01 0.00 0.00
H 2.280 3.071 -1.785 0.01 0.00 -0.01
H 2.048 1.443 2.174 0.00 0.00 0.01
H 4.458 0.986 2.133 0.00 0.00 0.00
H -4.577 3.983 -2.211 -0.01 -0.02 0.00
H -4.510 1.383 -1.701 -0.01 0.01 0.00
C -1.010 3.832 3.644 0.01 0.00 0.00
N 0.105 2.992 4.029 -0.01 0.01 0.01
C 0.012 1.686 4.302 0.02 -0.03 0.02
N -1.222 1.148 4.263 0.02 0.04 0.00
S 1.372 0.774 4.724 -0.01 0.01 0.00
H -0.640 4.837 3.462 0.00 0.00 0.00
H -1.760 3.866 4.438 0.00 0.00 0.00
H -1.466 3.482 2.717 0.00 0.00 0.00
H 1.037 3.368 4.037 0.00 0.00 -0.01
H -1.946 1.562 3.694 -0.01 -0.03 -0.01
H -1.267 0.147 4.343 -0.01 0.01 0.00
```
Forces are in eV/Å.

Its energy above the lowest of the compared OMol25 structures with the same formula, charge and spin is 38.1 kJ/mol. The HOMO energy comes out at -7.275 eV.

---

Computed, not measured: C9H11PbS2 as an isolated structure in a non-equilibrium geometry, with ωB97M-V/def2-TZVPD.

```
23
Properties=species:S:1:pos:R:3:forces:R:3
Pb 0.162 0.120 -0.069 1.04 1.08 -0.25
C 1.886 0.472 1.829 -0.39 0.10 0.36
C 0.656 1.187 2.129 0.34 -0.21 0.06
C 0.672 2.381 1.353 -0.04 0.01 0.02
C 1.841 2.387 0.584 0.19 -0.09 0.03
C 2.588 1.221 0.881 0.04 0.27 -0.23
H 2.251 -0.380 2.383 -0.05 -0.10 -0.13
H 0.035 1.001 2.993 -0.13 -0.10 -0.13
H -0.058 3.174 1.412 -0.05 -0.05 -0.07
H 2.146 3.167 -0.097 -0.04 -0.02 -0.03
H 3.551 0.973 0.462 -0.02 -0.04 0.00
C -4.375 -2.306 -0.011 -0.08 -0.11 -0.03
C -2.935 -1.907 0.037 -0.58 1.61 -0.03
S -2.609 -0.286 0.051 -0.68 -1.02 0.23
C -1.908 -2.951 0.034 1.64 -0.54 -0.07
C -2.305 -4.395 -0.017 -0.23 -0.12 -0.04
S -0.280 -2.644 0.040 -1.04 -0.68 0.26
H -5.018 -1.432 -0.007 0.02 0.01 0.00
H -4.628 -2.931 0.850 0.03 -0.04 -0.02
H -4.584 -2.889 -0.912 0.03 -0.04 0.03
H -3.378 -4.553 -0.042 0.02 -0.01 0.01
H -1.892 -4.918 0.847 -0.01 0.04 0.03
H -1.860 -4.866 -0.895 -0.01 0.04 -0.01
```
Forces are in eV/Å.

As for the net charge: +1. The HOMO energy comes out at -12.126 eV.

---

| no. | Kohn-Sham gap (eV) | lowest unoccupied orbital energy (eV) |
| --- | --- | --- |
| 1 | 6.7 | -0.57 |
| 2 | 5.6 | -6.51 |